Record 1
Computed, not measured: a molecular structure, C26H43BaCl3N3O3Si, with the ωB97M-V functional and the def2-TZVPD basis.

As for the HOMO energy: -4.2 eV. For the LUMO energy, the calculation gives 2.1 eV. The molecular weight comes out at 717.4 g/mol. The energy relative to the best compared isomer or geometry (same formula, charge and spin) comes out at 0.0000 eV.

ORCA input file:
```
! RIJCOSX wB97M-V def2-TZVPD def2/J DEFGRID3
* xyz -1 1
Ba 0.17 -0.88 0.11
Cl -0.48 -3.34 -1.24
Cl 0.82 -5.96 -2.70
Cl 2.90 0.32 -0.20
Si 0.49 -6.61 -0.73
O -2.52 -0.57 -0.38
O -0.41 1.70 1.32
O -0.02 0.50 -2.12
N 0.16 3.92 1.15
N -0.14 -1.05 3.10
N -2.94 0.06 -2.56
C 0.41 2.60 1.07
C -1.14 4.42 1.54
C 0.65 1.32 -5.19
C -2.90 0.26 -1.22
C 2.19 4.72 -2.58
C -0.23 3.32 -2.47
C -3.20 1.18 -3.45
C 1.20 4.92 0.93
C 1.11 0.58 -4.17
C 0.99 1.10 -2.74
C 1.75 -5.71 0.35
C 0.97 2.64 -2.60
C 0.82 -8.49 -0.70
C -0.23 4.72 -2.47
C 0.98 5.41 -2.53
C -0.47 -1.21 7.38
C 0.45 0.83 -6.59
C 2.19 3.32 -2.58
C -0.42 -1.11 5.89
C 0.52 -0.17 3.87
C -1.18 -1.95 5.07
C 0.41 -0.17 5.27
C 1.64 -0.81 -4.26
C -1.37 -6.60 -0.41
C -2.54 -1.20 -3.17
C -1.00 -1.90 3.68
H 1.66 -6.02 1.40
H -3.26 1.27 -0.92
H -1.85 3.60 1.65
H 0.97 6.51 -2.53
H 0.84 5.67 0.22
H -1.56 -2.57 3.02
H 0.99 -1.51 -3.72
H 0.71 -8.83 0.35
H -2.26 1.55 -3.90
H 0.40 2.38 -5.03
H 1.12 1.38 -7.28
H 1.83 -8.74 -1.04
H -3.67 1.98 -2.87
H -1.15 2.74 -2.34
H 0.98 0.56 5.83
H -0.83 -0.28 7.83
H -1.57 -6.87 0.64
H 1.94 0.81 -2.25
H 1.44 2.35 0.75
H 3.10 2.71 -2.55
H -1.12 -2.02 7.69
H 2.75 -6.00 0.03
H -1.84 -7.36 -1.05
H 1.16 0.55 3.36
H -1.57 -1.08 -3.66
H 1.73 -1.13 -5.31
H -3.29 -1.46 -3.93
H 0.09 -9.03 -1.32
H 0.53 -1.40 7.78
H 1.45 5.43 1.87
H -1.89 -2.66 5.48
H -1.06 4.98 2.49
H 2.09 4.43 0.53
H -2.46 -1.99 -2.40
H -1.18 5.24 -2.41
H -3.87 0.85 -4.26
H -1.49 5.13 0.78
H 2.63 -0.85 -3.77
H 0.64 -0.25 -6.69
H -1.82 -5.63 -0.62
H 1.68 -4.62 0.29
H -0.58 1.02 -6.92
H 3.14 5.25 -2.60
*
```

Record 2
Computed, not measured: a single C3H7Cl3OSi molecule, with the ωB97M-V functional and the def2-TZVPD basis.

As for the HOMO energy: -10.0 eV. For the LUMO energy, the calculation gives 0.6 eV. The molecular weight comes out at 193.5 g/mol. The energy relative to the best compared isomer or geometry (same formula, charge and spin) comes out at 0.0000 eV.

ORCA input file:
```
! RIJCOSX wB97M-V def2-TZVPD def2/J DEFGRID3
* xyz 0 1
Cl 2.12 -1.30 0.63
Cl -1.28 -2.82 -0.32
Cl -0.84 -1.33 2.22
Si 0.62 -0.33 -0.21
O 0.33 1.23 0.08
C -1.03 -1.20 0.40
C -0.03 1.80 1.31
C 0.62 -0.35 -2.09
H -0.25 0.31 -2.56
H 0.44 -1.40 -2.40
H -1.82 -0.55 0.39
H 1.65 0.01 -2.48
H 0.12 1.00 2.20
H 0.46 2.88 1.57
H -1.11 2.05 1.26
*
```

Record 3
Computed, not measured: 7 unconnected molecules or ions with the total composition C37H66BF3NO23PS6, with the ωB97M-V functional and the def2-TZVPD basis.

As for the HOMO energy: -8.6 eV. For the LUMO energy, the calculation gives -1.0 eV. The molecular weight comes out at 1184.1 g/mol. The energy relative to the best compared isomer or geometry (same formula, charge and spin) comes out at 0.0000 eV.

ORCA input file:
```
! RIJCOSX wB97M-V def2-TZVPD def2/J DEFGRID3
* xyz 0 1
S -3.16 4.25 -1.36
S -5.51 4.88 7.34
S -7.70 1.85 4.35
S 5.63 4.29 -8.65
S 3.80 -0.60 -7.42
S -4.91 -0.15 0.37
P 5.26 -2.32 1.58
F 2.30 -0.75 -1.66
F 0.20 -1.29 -1.67
F 1.12 -0.55 0.16
O 6.54 4.94 -9.55
O -3.59 -0.86 0.87
O 5.46 -8.57 0.83
O 7.51 -4.27 1.41
O 5.18 -0.28 -7.22
O 0.06 -5.11 1.39
O 2.92 0.13 -6.32
O -5.06 -0.37 -1.04
O -3.33 5.82 -1.60
O 5.54 5.15 -7.32
O -7.30 0.61 3.75
O 3.40 -1.98 -7.50
O -5.50 6.24 7.79
O -4.21 4.14 7.87
O 0.71 -6.45 -0.49
O 4.31 3.96 -9.10
O -4.96 1.20 0.87
O -9.22 2.13 3.97
O -5.65 4.61 5.94
O 2.62 -3.31 -1.48
O -7.53 2.02 5.76
O -3.15 3.58 -2.62
O -2.07 4.05 -0.45
N 5.85 -1.59 0.33
C 2.87 -0.46 -5.00
C 6.37 2.86 -7.95
C 5.27 -5.10 1.49
C 2.56 -5.37 0.87
C -6.69 3.95 8.24
C -6.98 3.19 3.49
C 3.20 0.28 -8.82
C -2.35 5.72 7.47
C 5.24 6.55 -7.45
C -10.18 1.08 4.25
C 5.57 -7.58 1.51
C 4.48 -3.95 1.36
C 4.11 -0.21 -4.18
C 8.41 -7.00 4.63
C 3.78 6.82 -7.75
C 6.91 -8.48 3.46
C -2.15 6.56 -1.99
C -1.75 0.76 0.56
C 7.15 -6.18 2.77
C -10.54 0.99 5.72
C -2.97 4.37 7.15
C -6.05 -1.13 1.28
C -2.35 -0.57 0.17
C 6.73 -5.08 1.85
C 3.37 -6.50 0.99
C 8.09 -5.96 3.78
C -0.26 -7.49 -0.27
C 2.22 -2.89 0.87
C -1.79 6.35 -3.45
C 4.72 -6.37 1.32
C 6.57 -7.44 2.61
C -4.69 3.97 -0.55
C 7.82 -8.25 4.47
C 1.34 -1.32 -0.93
C 1.69 -2.78 -0.56
C -1.69 -7.06 -0.60
C 3.12 -4.09 1.05
B 1.04 -5.64 0.56
H 0.06 -8.31 -0.92
H 6.45 -9.45 3.33
H -9.80 0.14 3.87
H -0.54 -4.52 0.92
H -6.45 4.03 9.30
H -7.43 4.12 3.84
H 3.96 -0.57 -3.17
H 3.59 7.89 -7.71
H 2.16 -3.76 -2.19
H 2.15 0.05 -8.95
H -9.70 0.65 6.32
H 1.40 -2.96 1.58
H -0.98 7.03 -3.72
H -7.04 -0.70 1.11
H 0.74 -3.33 -0.65
H -7.15 3.05 2.42
H -2.65 6.55 -4.09
H -5.92 3.18 3.72
H 8.53 -4.98 3.89
H 5.52 6.98 -6.48
H -1.65 0.82 1.65
H 5.89 6.99 -8.20
H 5.72 2.49 -7.16
H -2.37 1.59 0.24
H -2.25 5.85 8.54
H 3.36 1.34 -8.66
H -4.69 4.51 0.40
H 7.36 3.10 -7.58
H -1.69 -1.39 0.45
H -2.05 -7.55 -1.50
H 2.66 -1.53 -5.10
H 4.98 -0.72 -4.59
H 6.18 -2.56 2.60
H 9.13 -6.85 5.42
H -2.36 -7.34 0.21
H -0.20 -7.83 0.76
H 2.75 -1.98 1.12
H 2.96 -7.48 0.85
H -3.14 4.25 6.09
H -6.66 2.92 7.90
H -1.75 -5.98 -0.72
H 3.14 6.32 -7.02
H -7.66 4.40 8.04
H 4.28 -1.53 2.21
H 2.00 0.00 -4.53
H -11.05 1.35 3.65
H -5.80 -1.06 2.33
H 3.50 6.46 -8.74
H -0.77 0.88 0.11
H 6.43 2.11 -8.75
H -1.37 5.79 7.01
H -1.46 5.33 -3.64
H -2.41 7.60 -1.81
H -6.01 -2.15 0.92
H -11.36 0.28 5.84
H 4.34 0.86 -4.15
H -2.97 6.54 7.09
H -2.53 -0.64 -0.91
H -1.33 6.30 -1.33
H -5.49 4.32 -1.20
H 5.78 -2.13 -0.52
H -2.32 3.56 7.48
H -4.78 2.90 -0.36
H 3.78 -0.07 -9.67
H -10.86 1.96 6.10
H 8.09 -9.04 5.17
*
```

Record 4
Computed, not measured: a molecular structure, C2H14FO7Y, with the ωB97M-V functional and the def2-TZVPD basis.

As for the HOMO energy: -7.0 eV. For the LUMO energy, the calculation gives -0.7 eV. The molecular weight comes out at 258.0 g/mol. The energy relative to the best compared isomer or geometry (same formula, charge and spin) comes out at 0.0000 eV.

ORCA input file:
```
! RIJCOSX wB97M-V def2-TZVPD def2/J DEFGRID3
* xyz 0 1
Y -0.48 0.09 -0.28
F -2.13 0.53 -1.60
O -1.11 1.31 1.39
O 1.91 -0.25 -0.65
O 0.24 -1.03 1.50
O -2.18 -1.45 0.46
O 0.21 2.24 -0.78
O 0.53 0.27 -2.81
O -0.14 -2.00 -1.42
C -0.58 0.81 2.55
C 0.67 0.01 2.34
H 0.79 0.87 -3.45
H 0.82 -2.29 -1.59
H 2.33 -0.46 -1.50
H 0.31 -0.59 -3.22
H -0.22 1.69 3.09
H -1.31 0.20 3.18
H 2.59 0.20 -0.08
H -2.82 -1.23 1.11
H 0.29 2.98 -0.16
H -0.70 -2.37 -2.10
H -1.79 -2.31 0.59
H 1.07 -0.43 3.21
H 0.29 2.61 -1.68
H 1.43 0.59 1.89
*
```